115
Properties=species:S:1:pos:R:3:forces:R:3 method="wB97M-V/def2-TZVPD" e_homo_ev="-10.518 / -10.518" orbital_gap_ev="6.339 / 2.111" spin_multiplicity=2 s_squared=0.77 total_charge=+1
F 7.7531 2.3306 -1.3747 -2.025 -0.305 0.837
C 6.5833 2.1340 -0.7379 2.078 0.656 0.048
C 5.4322 2.8191 -1.1565 -1.452 -0.214 -0.568
C 4.2177 2.5440 -0.5331 1.391 1.036 -1.053
C 4.1852 1.6491 0.5372 -0.391 0.196 0.032
C 5.3792 1.0641 1.0160 1.172 0.427 0.367
C 6.5903 1.3890 0.4478 -0.645 -1.594 0.491
H 5.5255 3.4703 -2.0131 -0.203 0.204 0.012
H 3.3397 3.0954 -0.8353 -0.122 -0.161 -0.069
H 3.2314 1.4933 1.0193 -0.006 -0.314 0.213
H 5.3717 0.4771 1.9225 -0.160 -0.263 -0.045
H 7.4824 0.9246 0.8412 0.244 0.240 -0.143
F -2.4884 6.1828 0.8624 0.014 0.106 -0.309
C -2.4585 5.2336 1.8125 0.073 -0.151 0.787
C -2.2144 5.6214 3.1260 0.362 -1.264 0.380
C -2.1844 4.6218 4.1363 -0.037 1.038 -1.021
C -2.2937 3.2833 3.8025 -0.378 -0.064 -0.543
C -2.5131 2.9295 2.4643 -0.017 0.698 0.186
C -2.6514 3.9065 1.4662 0.347 -0.721 0.582
H -1.8982 6.6260 3.3653 -0.463 0.203 -0.066
H -2.0885 4.9613 5.1570 0.232 -0.195 0.104
H -2.2509 2.5147 4.5600 0.098 0.018 0.082
H -2.6021 1.8876 2.1942 -0.086 -0.107 -0.085
H -2.8449 3.5619 0.4611 0.012 0.314 -0.206
F 5.3184 -4.7340 -6.7928 -0.219 0.275 0.006
C 4.3313 -4.0521 -6.1954 -1.865 0.024 1.087
C 4.3443 -2.6535 -6.1386 -0.099 -0.813 0.203
C 3.3466 -1.9771 -5.4124 0.281 -0.314 -0.023
C 2.3164 -2.6486 -4.7631 1.149 -0.438 -0.389
C 2.2682 -4.0384 -4.9003 0.554 -0.194 0.150
C 3.2534 -4.7675 -5.5840 0.374 1.414 -0.524
H 5.1725 -2.1498 -6.6150 -0.044 0.229 -0.003
H 3.3987 -0.9057 -5.2872 0.180 0.153 -0.197
H 1.6891 -2.0923 -4.0823 -0.418 -0.140 -0.189
H 1.4982 -4.5921 -4.3836 -0.161 -0.109 -0.074
H 3.1434 -5.8380 -5.6752 0.300 -0.048 0.010
F 3.4187 4.5258 -2.8077 1.443 0.393 0.151
C 2.1127 4.2778 -2.7273 -0.551 -0.163 -0.158
C 1.3408 4.9486 -1.8169 -1.247 0.175 0.454
C -0.0278 4.6447 -1.7621 0.440 0.609 -0.678
C -0.5897 3.7578 -2.6587 0.536 -0.813 0.053
C 0.2378 3.0942 -3.5857 0.069 0.106 0.737
C 1.6153 3.3389 -3.6032 -1.165 -0.236 -0.030
H 1.6449 5.7521 -1.1624 0.700 -0.088 -0.121
H -0.6510 5.2545 -1.1247 -0.107 -0.245 0.304
H -1.6274 3.4903 -2.5245 -0.125 0.049 -0.411
H -0.1785 2.3367 -4.2332 -0.072 0.030 -0.140
H 2.2714 2.8159 -4.2832 0.068 0.079 -0.068
F -1.0680 -1.4858 1.5233 0.634 0.013 -0.457
C -2.3988 -1.5787 1.6673 -1.135 0.479 0.204
C -2.9437 -1.1186 2.8323 -0.561 0.050 0.948
C -4.3196 -1.2364 3.0635 0.948 -0.105 -0.140
C -5.1278 -1.8282 2.1103 0.247 -0.685 -0.530
C -4.5653 -2.3282 0.9132 0.266 1.452 1.075
C -3.2041 -2.0722 0.6647 -0.265 -1.258 -0.353
H -2.3276 -0.7124 3.6208 0.235 0.042 -0.040
H -4.6466 -0.9248 4.0445 -0.477 0.105 -0.122
H -6.1843 -1.9647 2.2877 -0.068 -0.006 0.056
H -5.2491 -2.7911 0.2171 0.357 -0.046 -0.349
H -2.7321 -2.3641 -0.2618 -0.111 -0.142 -0.158
C 3.3205 -2.3828 3.3043 -0.910 -0.195 0.471
Cl 2.6826 -1.5187 1.8561 0.332 -0.557 0.235
Cl 4.4810 -1.3975 4.1648 0.555 0.206 -0.002
H 2.4870 -2.5435 3.9880 -0.081 0.083 -0.364
H 3.7254 -3.3708 3.0849 0.143 0.408 -0.490
C -0.6916 -0.9098 -6.3267 0.997 0.806 -0.698
Cl -0.7799 -2.6503 -6.2675 -0.131 -0.264 -0.110
Cl -1.7812 -0.1216 -5.2084 -0.223 0.173 0.237
H 0.3304 -0.5851 -6.1312 -0.032 -0.312 0.553
H -0.8430 -0.5181 -7.3326 -0.655 -0.437 0.029
C -1.5522 -4.4118 -2.7777 0.287 -0.341 -0.668
Cl -1.5827 -5.4337 -1.3503 -0.110 -0.135 0.281
Cl -2.9375 -3.3129 -2.8594 0.375 -0.023 -0.017
H -0.5903 -3.8996 -2.7979 -0.365 0.391 0.148
H -1.5729 -5.0737 -3.6435 -0.256 0.152 0.091
C -1.4293 -5.1880 3.0994 0.188 1.309 0.004
C -0.0981 -4.4998 2.7787 2.234 -0.842 3.544
O 0.6903 -4.1494 3.6954 -2.196 -0.279 -1.852
C 0.3805 -4.5401 1.3979 -0.328 0.275 -0.666
H -1.9107 -5.5586 2.1944 0.063 -0.279 0.223
H -2.0948 -4.4453 3.5394 -0.118 0.185 -0.043
H -1.2971 -5.9152 3.9005 0.184 -0.227 -0.355
H 0.0669 -5.5056 1.0010 0.258 0.125 -0.370
H 1.4525 -4.3608 1.3154 -0.173 -0.070 0.063
H -0.1721 -3.7526 0.8854 0.009 -0.052 -0.497
C 1.6119 1.3807 4.0733 -0.372 -0.388 -0.579
C 1.0236 1.0398 5.4159 -0.885 1.632 2.016
O 0.1081 1.7415 5.8692 1.593 -1.705 -0.813
C 1.6746 -0.1079 6.2171 -0.554 0.548 -0.938
H 0.8340 1.8744 3.4907 -0.040 -0.026 -0.047
H 1.9261 0.4659 3.5709 0.098 0.071 -0.122
H 2.4556 2.0700 4.1054 0.103 -0.070 0.453
H 1.5498 -0.9919 5.5917 -0.077 -0.317 0.150
H 1.2289 -0.2598 7.2001 0.013 0.160 -0.208
H 2.7524 0.0445 6.2738 -0.001 0.155 0.127
C -6.0081 1.8767 1.3931 -0.597 0.741 0.331
C -6.1105 1.4966 -0.0315 -0.869 -1.824 -1.729
O -7.1737 1.4292 -0.6295 0.507 0.571 0.588
C -4.8737 0.9121 -0.7121 -0.404 0.532 0.032
H -5.8628 1.0174 2.0479 0.711 -0.060 -0.220
H -6.9622 2.2760 1.7370 0.064 0.364 -0.220
H -5.2194 2.6279 1.4340 0.115 -0.128 0.706
H -4.6325 0.0321 -0.1159 0.486 0.104 -0.063
H -4.0326 1.6008 -0.7908 0.047 -0.142 0.435
H -5.1123 0.6005 -1.7290 -0.231 -0.015 0.123
C -0.2946 -0.7007 -1.5540 -1.149 0.585 0.236
C -0.6693 0.5422 -0.6999 0.217 1.021 -0.281
O -1.7429 1.1129 -0.7518 0.825 -1.020 -0.176
C 0.4532 1.1275 0.1865 -0.900 -0.375 -0.523
H -0.5554 -1.5661 -0.9447 0.484 -0.183 0.153
H 0.7291 -0.7282 -1.9273 0.096 0.059 0.467
H -0.9592 -0.7861 -2.4137 -0.099 0.318 -0.023
H 0.7991 0.3109 0.8202 0.482 0.176 0.018
H 0.1095 1.9786 0.7744 -0.294 -0.215 0.061
H 1.1859 1.5235 -0.5166 0.457 -0.289 0.004


107
Properties=species:S:1:pos:R:3:forces:R:3 method="wB97M-V/def2-TZVPD" e_homo_ev=-3.713 orbital_gap_ev=5.836 spin_multiplicity=1 e_above_lowest_ev=0.452 total_charge=-1
Na -1.1041 -0.5331 1.0138 1.019 -0.733 -0.204
C 1.9239 0.1953 4.4345 0.104 -0.074 -0.052
C 2.0598 -0.4540 3.0591 -0.263 0.010 -0.129
C 1.2837 -1.7785 3.0693 0.241 0.234 -0.026
P 1.5025 0.4823 1.5074 0.944 -0.044 0.543
C 3.0936 1.3220 0.9755 -0.219 -0.012 -0.125
C 2.7352 2.2650 -0.1759 0.038 -0.117 -0.001
C 3.8944 2.0515 2.0478 -0.057 -0.055 -0.046
C 0.4469 1.8644 2.0377 -0.164 -0.199 -0.191
C 0.6158 2.7042 3.1416 -0.121 0.079 0.035
C -0.3409 3.6349 3.5025 0.050 0.058 0.130
C -1.5370 3.6854 2.7804 0.041 -0.028 -0.023
C -1.7148 2.9110 1.6615 -0.007 -0.015 -0.003
C -0.6848 2.0504 1.1782 0.022 0.311 -0.120
N -0.7584 1.3575 0.0178 -0.030 0.907 -0.384
C -1.6084 1.7802 -0.9763 -0.038 0.082 0.051
C -1.7564 3.1467 -1.3170 0.018 -0.021 0.021
C -2.6469 3.5656 -2.2807 -0.019 -0.026 0.033
C -3.4346 2.6402 -2.9593 -0.100 0.042 -0.072
C -3.2486 1.2926 -2.7000 0.018 0.057 0.022
C -2.3252 0.8406 -1.7596 0.072 0.014 0.104
P -1.9400 -0.9214 -1.4784 -0.192 -0.126 -0.933
C -3.5931 -1.7906 -1.6844 0.163 -0.093 0.060
C -3.5432 -3.0512 -0.8095 -0.074 0.126 0.006
C -4.1319 -2.1507 -3.0691 -0.011 0.113 0.041
C -0.8884 -1.2792 -3.0042 -0.102 -0.095 0.189
C -0.5243 -2.7659 -3.0274 0.035 0.107 0.067
C -1.3359 -0.8039 -4.3847 0.034 -0.040 0.117
H 2.1537 -0.5424 5.2099 0.006 0.013 0.012
H 0.9022 0.5424 4.5933 0.006 -0.002 0.057
H 2.5984 1.0408 4.5687 -0.025 0.024 0.022
H 3.1163 -0.6848 2.8782 0.011 0.021 -0.052
H 0.2194 -1.6029 3.2624 0.051 -0.022 0.022
H 1.6591 -2.4450 3.8504 -0.055 0.130 -0.076
H 1.3607 -2.2974 2.1123 -0.018 -0.053 0.010
H 3.7086 0.5042 0.5817 -0.032 -0.018 -0.009
H 2.1433 3.1016 0.2016 -0.007 0.015 -0.025
H 2.1319 1.7504 -0.9262 0.005 0.055 -0.023
H 3.6342 2.6638 -0.6542 0.004 0.010 0.020
H 3.3305 2.8979 2.4426 -0.002 0.007 0.018
H 4.8197 2.4420 1.6128 0.011 0.028 0.031
H 4.1653 1.3930 2.8747 0.005 0.028 0.012
H 1.5086 2.6358 3.7456 0.015 -0.051 -0.038
H -0.1791 4.2846 4.3539 -0.013 -0.031 0.012
H -2.3366 4.3394 3.1117 -0.009 0.005 -0.027
H -2.6505 2.9335 1.1199 -0.011 0.059 -0.010
H -1.1565 3.8752 -0.7857 -0.012 -0.001 0.035
H -2.7448 4.6239 -2.4973 0.020 -0.002 -0.003
H -4.1718 2.9665 -3.6830 0.020 -0.024 -0.013
H -3.8508 0.5763 -3.2430 0.038 -0.011 -0.016
H -4.2755 -1.0819 -1.2065 -0.009 -0.004 0.005
H -2.8026 -3.7627 -1.1864 -0.022 -0.019 -0.019
H -4.5183 -3.5502 -0.7941 0.023 -0.015 -0.005
H -3.2632 -2.7848 0.2096 0.023 -0.051 0.014
H -3.5125 -2.9073 -3.5538 0.000 0.000 -0.015
H -4.2050 -1.2950 -3.7381 0.019 -0.042 -0.023
H -5.1376 -2.5692 -2.9637 0.010 -0.039 -0.013
H 0.0179 -0.7188 -2.7423 -0.008 0.002 0.018
H -1.3875 -3.3707 -3.3118 0.017 -0.046 0.010
H -0.1856 -3.0968 -2.0432 0.011 -0.056 -0.030
H 0.2717 -2.9619 -3.7514 -0.005 -0.010 -0.002
H -2.1473 -1.4194 -4.7757 0.000 0.035 -0.016
H -0.4974 -0.8751 -5.0848 -0.016 -0.025 -0.024
H -1.6626 0.2331 -4.3593 -0.020 0.047 -0.052
O -3.2742 -0.1227 1.1509 -0.496 0.158 0.171
C -3.0598 -0.7619 2.1927 -0.663 0.079 0.411
O -2.3415 -1.8122 2.2376 -0.001 -0.262 0.620
C -3.6378 -0.2699 3.5189 0.107 -0.096 -0.076
C -2.8023 -0.6924 4.7252 0.379 -0.286 -0.343
Ge -2.4127 -2.6571 4.7234 -0.523 -0.171 0.313
C -2.0373 -3.0138 6.6662 -0.063 0.062 -0.252
C -2.0903 -4.3120 7.1771 -0.015 0.002 -0.052
C -1.8265 -4.5755 8.5129 0.005 -0.034 0.028
C -1.4810 -3.5373 9.3690 0.013 0.022 0.023
C -1.3978 -2.2434 8.8777 0.020 -0.001 0.066
C -1.6764 -1.9903 7.5401 -0.051 0.047 -0.086
C -4.2006 -3.4534 4.3752 0.173 0.100 -0.019
C -4.7193 -3.5183 3.0798 0.011 -0.031 -0.135
C -5.9919 -4.0150 2.8366 -0.008 -0.042 0.030
C -6.7790 -4.4573 3.8899 -0.036 0.005 0.031
C -6.2859 -4.3917 5.1849 -0.066 -0.033 -0.012
C -5.0125 -3.8910 5.4212 0.058 0.042 0.033
C -1.0791 -3.9010 3.9308 -0.189 0.439 0.005
C -1.3517 -4.5360 2.7217 -0.011 0.005 -0.067
C -0.4806 -5.4814 2.2014 0.008 -0.042 -0.011
C 0.6753 -5.8171 2.8932 0.023 0.015 0.011
C 0.9608 -5.1891 4.0965 0.003 -0.106 0.023
C 0.0889 -4.2361 4.6075 -0.115 -0.149 0.099
H -4.6456 -0.6890 3.5885 -0.033 0.008 0.042
H -3.7402 0.8140 3.4491 -0.005 -0.001 0.021
H -3.3521 -0.4979 5.6498 0.068 -0.108 0.028
H -1.8719 -0.1187 4.7654 -0.010 0.052 -0.006
H -2.3400 -5.1303 6.5081 -0.008 -0.026 0.051
H -1.8871 -5.5894 8.8915 0.005 0.000 -0.021
H -1.2736 -3.7374 10.4135 0.002 -0.005 -0.009
H -1.1182 -1.4302 9.5375 0.000 -0.002 -0.011
H -1.6098 -0.9728 7.1680 -0.001 -0.007 0.059
H -4.1238 -3.1568 2.2475 -0.100 -0.076 0.090
H -6.3709 -4.0536 1.8222 0.014 0.018 -0.004
H -7.7760 -4.8380 3.7037 0.005 -0.022 0.005
H -6.8963 -4.7314 6.0136 0.007 0.021 0.010
H -4.6491 -3.8308 6.4401 -0.010 -0.035 0.030
H -2.2527 -4.2859 2.1783 0.061 0.012 -0.033
H -0.7026 -5.9562 1.2527 -0.023 -0.012 0.024
H 1.3478 -6.5693 2.4983 0.018 0.029 -0.013
H 1.8621 -5.4499 4.6393 0.000 0.038 0.011
H 0.3194 -3.7542 5.5514 0.011 -0.029 0.002